1.
Density functional theory data (wB97M-V/def2-TZVPD) for the molecule C5H13N3 in a non-equilibrium geometry.

Structure (XYZ):
```
21
Properties=species:S:1:pos:R:3:forces:R:3:nbo_charge:R:1
C 1.378466 0.402714 1.760785 -0.75 0.92 -0.06 -0.65
C 1.149429 0.540981 0.273491 1.05 -1.37 -1.22 0.07
N 2.347981 0.910607 -0.407677 0.01 -0.34 0.07 -0.85
C 0.204666 -0.148902 -0.442916 0.43 1.06 -0.09 0.10
N 0.398911 -0.580998 -1.758965 0.03 0.83 0.40 -0.85
C -1.183509 -0.078905 0.090224 0.95 1.27 2.18 -0.08
C -1.842773 -1.443347 0.241349 -0.08 0.33 0.51 -0.62
N -2.101238 0.831675 -0.597670 0.04 -0.16 -0.31 -0.82
H 0.626339 -0.220327 2.236138 0.02 -0.05 0.03 0.22
H 2.361292 -0.033588 1.949811 -0.03 -0.06 -0.15 0.22
H 1.348039 1.387050 2.235564 0.15 -0.01 0.25 0.20
H 2.977199 1.453732 0.166506 -0.05 0.00 -0.15 0.37
H 2.172938 1.352089 -1.300216 0.04 0.10 0.06 0.37
H 1.348042 -0.865803 -1.955696 -0.32 -0.31 -0.29 0.39
H -0.385605 -1.058692 -2.180490 0.56 -0.11 -0.03 0.38
H -0.833765 0.583958 1.033472 -1.99 -2.13 -1.12 0.21
H -2.077261 -1.880619 -0.732325 0.02 0.10 -0.10 0.20
H -1.185196 -2.139404 0.759145 0.00 -0.02 0.07 0.21
H -2.779988 -1.341147 0.784206 -0.05 -0.10 0.04 0.22
H -1.730112 1.775644 -0.583612 0.03 -0.09 -0.10 0.36
H -2.193856 0.553283 -1.571125 -0.06 0.14 0.00 0.34
```
Positions in Å, forces in eV/Å.

Properties
- Frontier orbital gap: 0.2861 Ha
- Molar mass: 115.18 g mol⁻¹
- E_LUMO: 0.970 eV
- HOMO: -6.8153 eV
- SMILES string: C/C(N)=C(/N)[C@H](C)N

---

2.
Density functional theory data (wB97M-V/def2-TZVPD) for a structure of composition C18H44N6O8Y in a non-equilibrium geometry.

Structure (XYZ):
```
77
Properties=species:S:1:pos:R:3:forces:R:3:lowdin_charge:R:1
Y 0.336585 -1.092708 -0.089732 0.26 -2.95 0.36 1.44
O 0.454361 -2.882563 1.132051 -0.06 -0.34 0.49 -0.45
H 0.365775 -3.578439 1.812078 0.13 0.88 -0.90 -0.04
O 0.613019 -1.794535 -2.140287 0.01 0.58 -0.83 -0.45
H 0.958006 -1.874593 -3.050838 -0.26 0.03 1.17 -0.02
C 3.790612 -2.110888 -0.289533 -1.41 0.71 -0.01 -0.24
O 2.694469 -1.537629 -0.237280 1.71 -0.69 -0.16 -0.09
N 4.959048 -1.470348 -0.234994 1.43 -0.85 -0.91 -0.17
C 6.235822 -2.199858 -0.262856 -0.03 0.01 0.54 -0.04
C 5.094277 -0.061610 -0.095005 -0.57 1.05 1.29 -0.05
H 3.959684 -3.194038 -0.391502 -0.63 0.05 0.08 0.16
H 6.751099 -2.081281 0.690319 0.02 0.30 0.15 0.09
H 6.906758 -1.818102 -1.032403 -0.21 -0.03 -0.16 0.09
H 6.134258 -3.281423 -0.352192 -0.43 0.14 -0.38 0.09
H 4.117006 0.407577 0.018611 -0.04 -0.32 -0.09 0.06
H 5.595208 0.093007 0.860642 0.26 0.36 0.06 0.10
H 5.641738 0.497392 -0.853903 0.15 -0.57 -0.37 0.10
C 1.794809 0.053747 3.133186 -0.30 -0.11 -2.11 -0.26
O 1.585976 -0.263450 1.946339 0.57 0.42 2.30 -0.08
N 1.675668 1.303108 3.592672 -0.13 2.00 0.03 -0.15
C 1.843327 1.553508 5.022585 -0.90 0.13 0.86 -0.06
C 1.085606 2.381029 2.742648 0.76 -0.90 -1.13 0.00
H 2.112157 -0.610088 3.952215 0.07 -0.45 -0.48 0.15
H 2.077384 2.564947 5.354686 -0.30 0.44 -1.01 0.09
H 2.635400 1.044409 5.571707 -0.01 -0.87 -0.74 0.09
H 0.876292 1.302139 5.458198 0.12 0.04 0.63 0.09
H 1.219312 2.067061 1.707449 0.46 -0.21 -0.03 0.06
H 0.003477 2.506382 2.705502 -0.17 -0.14 1.16 0.08
H 1.597645 3.339968 2.822464 -0.04 -0.16 0.56 0.09
C 2.098437 1.681113 -0.990280 -0.33 0.22 -1.17 -0.30
O 1.224825 0.933629 -0.573071 0.69 0.62 0.39 -0.10
N 2.200206 2.045523 -2.263252 0.26 1.62 -0.72 -0.14
C 3.081290 3.219549 -2.539056 0.94 -1.30 -1.10 -0.03
C 1.465600 1.414368 -3.383688 -0.37 0.95 1.16 0.00
H 2.912665 2.181032 -0.443178 -0.47 -0.24 0.85 0.15
H 2.864364 3.642771 -3.519834 -0.52 0.10 0.24 0.09
H 4.084640 2.820042 -2.686633 0.30 0.07 0.10 0.08
H 3.179802 4.010607 -1.795665 -0.72 -0.30 0.19 0.09
H 2.186993 1.050411 -4.115282 -0.27 -0.47 0.18 0.10
H 0.768114 0.724019 -2.909325 0.58 -0.79 -0.35 0.06
H 0.801242 2.128849 -3.869756 0.26 0.44 -0.10 0.09
C -2.528763 -3.029242 -0.916427 -0.05 0.03 0.30 -0.27
O -1.662045 -2.266842 -0.543225 -0.24 0.04 -0.29 -0.08
N -3.825788 -2.841653 -0.647465 -1.48 -0.36 0.12 -0.16
C -4.340471 -1.603521 -0.054635 0.74 -0.08 -0.25 -0.02
C -4.827177 -3.793032 -1.168715 0.39 0.16 -0.65 -0.04
H -2.375123 -3.955376 -1.491638 0.48 0.13 0.09 0.16
H -4.801567 -1.822475 0.908459 -0.45 0.13 -0.23 0.09
H -4.967576 -1.102744 -0.792236 -0.63 -0.22 0.27 0.09
H -3.552187 -0.872629 0.125620 0.44 -0.44 0.02 0.06
H -5.359423 -3.331057 -2.000210 -0.16 0.08 -0.02 0.09
H -4.334569 -4.674829 -1.578443 0.24 0.12 0.04 0.08
H -5.575475 -4.191984 -0.483885 0.26 0.49 0.55 0.09
C -1.848796 -0.624067 2.672736 0.99 -0.37 -1.56 -0.29
O -1.099495 -0.480079 1.716399 0.01 0.27 -0.05 -0.10
N -2.726240 0.306765 2.981339 -2.49 1.83 0.58 -0.14
C -3.616509 0.173218 4.137535 0.80 -0.29 0.39 -0.04
C -2.989579 1.529095 2.148826 0.73 -0.46 -0.11 -0.01
H -1.818128 -1.568333 3.238078 -0.21 0.34 0.33 0.17
H -3.213499 -0.596796 4.795384 -0.07 -0.17 -0.10 0.09
H -4.643754 -0.096252 3.892029 0.03 0.21 -0.22 0.09
H -3.572645 1.083029 4.736201 -0.27 0.14 -0.18 0.09
H -2.473069 1.483298 1.190061 0.26 -0.37 0.22 0.06
H -4.037399 1.700740 1.902426 -0.24 -0.61 0.40 0.09
H -2.663414 2.440502 2.649878 0.17 -0.15 0.30 0.08
C -2.012485 1.261107 -1.662206 -0.50 1.38 -0.30 -0.32
O -1.397107 0.506604 -0.945707 0.30 -0.68 0.48 -0.06
N -2.312420 1.115765 -2.947482 0.68 -2.64 0.09 -0.15
C -2.876935 2.147881 -3.741478 0.24 0.93 -1.38 -0.07
C -1.875004 -0.139107 -3.657697 -0.50 0.36 0.22 0.00
H -2.380089 2.232022 -1.295577 -0.09 0.07 0.26 0.15
H -3.298586 3.015293 -3.233632 0.33 -0.26 0.59 0.10
H -3.660953 1.834415 -4.430794 -0.02 -0.56 0.19 0.09
H -2.050203 2.480307 -4.369242 -0.17 0.54 -0.34 0.09
H -1.464798 -0.916280 -3.012850 -0.26 0.31 0.67 0.06
H -2.755056 -0.522838 -4.173789 0.15 -0.02 -0.19 0.09
H -1.046627 0.004457 -4.351442 -0.23 0.62 -0.28 0.09
```
Positions in Å, forces in eV/Å.

Properties
- Frontier orbital gap: 0.2941 Ha
- Molar mass: 561.49 g mol⁻¹
- Total charge: +1
- E_LUMO: -1.684 eV
- HOMO: -9.6874 eV

---

3.
Density functional theory data (wB97M-V/def2-TZVPD) for a cluster of 2 separate species, H6N3O2P in total in a non-equilibrium geometry.

Structure (XYZ):
```
12
Properties=species:S:1:pos:R:3:forces:R:3:nbo_charge:R:1
N 1.458734 0.220587 1.121923 -1.23 0.42 -1.80 -1.17
N 1.121834 -0.097147 -1.413241 -0.37 2.33 1.75 -1.19
N -1.764432 -0.208200 0.435142 3.92 1.91 2.37 -0.51
O 0.228357 2.175253 -0.428534 0.42 0.48 0.34 -1.06
O -2.753074 0.641290 0.021815 0.27 -1.16 -2.49 -0.54
P 0.434077 0.761858 -0.127369 -1.43 -2.40 0.43 2.05
H 1.144110 -0.701434 1.406147 0.32 0.40 0.80 0.41
H 1.642859 0.949137 1.771997 -0.04 0.00 1.20 0.41
H 1.167451 0.563700 -2.166127 -0.21 -0.68 -1.04 0.42
H 0.852687 -1.035930 -1.460329 -0.24 -1.31 -1.04 0.40
H -1.533642 -0.979099 -0.136726 -1.14 -0.70 -1.82 0.32
H -2.972345 1.104684 0.803785 -0.29 0.71 1.30 0.47
```
Positions in Å, forces in eV/Å.

Properties
- Frontier orbital gap (spin up / spin down): 0.3098 / 0.3097 Ha
- Molar mass: 111.04 g mol⁻¹
- E_LUMO (spin up / spin down): 0.219 / 0.220 eV
- HOMO (spin up / spin down): -8.2111 / -8.2075 eV

---

4.
Density functional theory data (wB97M-V/def2-TZVPD) for a cluster of 2 separate species, CH2FN5 in total in a non-equilibrium geometry.

Structure (XYZ):
```
9
Properties=species:S:1:pos:R:3:forces:R:3:nbo_charge:R:1
H -3.708976 -0.048223 0.017708 1.40 -0.02 -0.77 0.37
N -2.746571 -0.115779 0.410083 0.59 0.43 0.35 -0.49
N -1.833868 0.586722 -0.129231 -2.43 -0.51 0.29 0.20
N -1.036198 1.401220 0.146882 0.42 -0.67 0.51 0.24
N -0.014097 2.055598 0.013909 -0.28 1.69 -0.22 -0.32
C 1.279575 1.905615 0.020781 -0.20 -0.64 -0.15 0.44
N 2.426701 1.998817 0.048945 0.50 0.28 -0.08 -0.42
F 2.772159 -0.503737 0.249320 1.05 0.83 -0.30 -0.60
H 3.207867 0.348186 0.079391 -1.03 -1.39 0.38 0.58
```
Positions in Å, forces in eV/Å.

Properties
- Frontier orbital gap: 0.2982 Ha
- Molar mass: 103.06 g mol⁻¹
- E_LUMO: -1.440 eV
- HOMO: -9.5552 eV
- SMILES string: [H]/N=N/N=N\C#N.F